{"formula": "CO5S2", "method": "ωB97M-V with the def2-TZVPD basis set", "multiplicity": 1, "total_energy_ha": -1210.71042, "total_charge": -2, "relative_energy_kcal_mol": 12.8, "smiles": "O=C([O-])OS(=O)(=O)[S-]", "orbital_gap_ev": 6.375, "e_homo_ev": -0.3, "species": ["C", "O", "O", "O", "O", "O", "S", "S"], "coordinates": [[0.28913, 0.16182, -1.14803], [1.11879, 1.00522, -1.51474], [0.59695, -0.70457, -0.03909], [-0.74072, -0.13909, -1.69372], [-0.99659, 0.89014, 0.89684], [-0.75055, -1.41110, 1.91311], [1.39542, 0.47823, 2.29654], [-0.09458, -0.23889, 1.25315]], "forces_ev_per_a": [[0.88, 1.39, -2.58], [0.74, -0.35, 1.13], [0.76, -0.90, -0.38], [-2.24, -0.99, -0.97], [0.73, -1.83, 0.58], [0.98, 1.49, -1.33], [0.78, 0.09, 1.05], [-2.63, 1.10, 2.50]]}



{"formula": "C6H8OSe", "method": "ωB97M-V with the def2-TZVPD basis set", "multiplicity": 1, "total_energy_ha": -2709.95504, "total_charge": 0, "relative_energy_kcal_mol": 20.3, "orbital_gap_ev": 9.125, "e_homo_ev": -8.3, "species": ["C", "C", "C", "C", "C", "C", "O", "Se", "H", "H", "H", "H", "H", "H", "H", "H"], "coordinates": [[-2.14714, 0.47607, 0.90678], [-3.29785, -0.16722, 0.52752], [-1.71183, -0.89709, -0.82002], [-1.19569, -0.00950, 0.07282], [3.59648, -0.20625, -0.21775], [0.62769, 0.66306, -0.08224], [-3.00432, -1.01001, -0.51074], [1.71086, -0.89103, 0.26097], [-2.11554, 1.13234, 1.66860], [-4.18408, 0.02447, 1.01374], [-1.39166, -1.46823, -1.57116], [3.42743, 0.22739, -1.30617], [3.91463, 0.47005, 0.54874], [4.28263, -1.02249, -0.09039], [0.73949, 1.10508, -1.04938], [0.74892, 1.57335, 0.64866]], "forces_ev_per_a": [[-2.51, -1.89, -1.32], [3.48, 0.31, -0.55], [-0.85, 2.70, 3.71], [7.33, 1.22, -2.50], [-2.40, 0.47, -1.62], [-3.48, 0.46, 2.19], [-2.65, -0.11, 0.53], [1.17, 0.19, -0.07], [0.43, 2.14, 2.30], [-2.40, -0.62, 0.08], [1.41, -1.96, -2.70], [1.05, -0.88, 2.45], [-0.16, 1.00, 0.02], [0.04, -0.70, -0.72], [-0.09, -0.24, -0.83], [-0.36, -2.09, -0.94]]}



{"formula": "C4H10NS2", "method": "ωB97M-V with the def2-TZVPD basis set", "multiplicity": 1, "total_energy_ha": -1009.20363, "total_charge": 1, "relative_energy_kcal_mol": 39.2, "smiles": "CC(C)([NH3+])SC=S", "orbital_gap_ev": 8.443, "e_homo_ev": -12.3, "species": ["C", "C", "C", "C", "N", "S", "S", "H", "H", "H", "H", "H", "H", "H", "H", "H", "H"], "coordinates": [[-3.08405, 0.37087, 0.02124], [0.02947, 0.54125, 1.32856], [0.03116, 0.31129, -1.25771], [-0.27403, -0.30292, 0.08998], [0.75703, -1.47843, 0.02155], [-4.69965, 0.25540, 0.01932], [-1.99929, -1.00771, -0.07472], [-2.66903, 1.27160, -0.12154], [-0.14665, -0.18742, 2.26139], [1.07003, 0.86024, 1.17456], [-0.77594, 1.20111, 1.30137], [-0.03033, -0.36233, -2.13853], [0.81491, 0.95085, -1.39039], [-0.68509, 1.04181, -1.65899], [1.67887, -1.10754, 0.00453], [0.59795, -2.08932, 0.82951], [0.85579, -1.94307, -0.92706]], "forces_ev_per_a": [[-2.16, -2.89, -0.16], [0.33, -4.34, 0.47], [-2.87, 0.46, -1.99], [0.33, -0.27, -2.10], [-1.26, -0.77, -0.62], [0.97, -0.32, 0.21], [0.32, -0.80, 0.78], [1.86, 3.35, -0.21], [0.69, 1.87, -1.78], [-0.56, 0.66, 0.76], [-0.66, 1.98, 0.51], [0.34, -0.29, 0.86], [3.22, 1.10, 0.41], [-0.82, -0.18, 0.89], [1.24, 0.96, 1.07], [0.43, -0.44, -0.45], [-1.40, -0.09, 1.33]]}



{"formula": "C17H26BrN2OOsSeSi2", "method": "ωB97M-V with the def2-TZVPD basis set", "multiplicity": 5, "total_energy_ha": -6493.03802, "total_charge": 1, "orbital_gap_ev": [7.465, 6.619], "e_homo_ev": [-10.4, -11.2], "species": ["Os", "O", "C", "C", "C", "N", "C", "Br", "C", "H", "H", "H", "H", "C", "Si", "C", "C", "C", "C", "C", "C", "C", "C", "N", "Si", "C", "C", "C", "H", "H", "H", "H", "H", "H", "H", "H", "H", "H", "H", "H", "H", "H", "H", "H", "H", "H", "H", "H", "H", "H", "Se"], "coordinates": [[0.12995, 1.02793, -0.14247], [-5.48615, 0.63417, 3.00082], [-4.42843, 0.56130, 2.19242], [-4.51905, 0.28835, 0.82525], [-3.36455, 0.23727, 0.07839], [-2.15144, 0.43521, 0.60778], [-2.10880, 0.70297, 1.90086], [-0.32087, 1.03197, 2.49182], [-3.17170, 0.78234, 2.76120], [-6.31275, 0.48166, 2.52200], [-5.47773, 0.11906, 0.35314], [-3.39470, 0.02394, -0.98213], [-3.06601, 1.01152, 3.81092], [3.05471, 1.26417, 1.96554], [3.40330, 0.54979, 0.26199], [3.82755, 1.96460, -0.89955], [4.85813, -0.62475, 0.33184], [1.81260, -0.27686, -0.37759], [1.67194, -0.16050, -1.84969], [2.40814, -0.64031, -2.92744], [1.98974, -0.30275, -4.20182], [0.87349, 0.51312, -4.40121], [0.19416, 0.98643, -3.30444], [0.59745, 0.62614, -2.07773], [1.48233, -2.04862, 0.22246], [1.78042, -2.20664, 2.06714], [-0.27310, -2.56879, -0.19530], [2.62506, -3.24967, -0.66432], [3.97878, 1.68126, 2.37440], [2.68700, 0.52780, 2.68527], [2.34462, 2.09529, 1.90690], [4.71522, 2.48085, -0.52533], [3.02387, 2.70271, -0.97171], [4.06234, 1.61955, -1.90931], [5.74888, -0.07590, 0.64737], [5.07474, -1.05234, -0.65052], [4.71897, -1.45283, 1.02876], [3.28102, -1.25580, -2.76324], [2.53934, -0.66854, -5.05957], [0.55650, 0.78744, -5.39625], [-0.65928, 1.64817, -3.35686], [1.14033, -1.57075, 2.68115], [2.81764, -2.00089, 2.33910], [1.57277, -3.24109, 2.35417], [-1.04660, -1.88718, 0.16043], [-0.47422, -3.54655, 0.25084], [-0.39723, -2.67657, -1.27693], [3.68146, -3.01333, -0.52539], [2.42007, -3.28487, -1.73651], [2.46074, -4.25987, -0.28054], [-0.35662, 3.28448, -0.46885]], "forces_ev_per_a": [[-0.17, -0.01, -0.39], [-0.09, -0.01, 0.00], [-0.02, 0.00, -0.07], [0.00, -0.02, 0.04], [0.05, -0.06, -0.08], [0.10, 0.16, 0.08], [0.00, 0.01, 0.13], [-0.08, 0.00, 0.03], [-0.01, -0.03, -0.06], [0.10, 0.01, 0.05], [0.00, 0.00, 0.00], [-0.01, 0.02, 0.00], [0.00, 0.00, 0.00], [0.08, -0.01, 0.00], [-0.04, 0.20, -0.02], [0.03, -0.07, 0.09], [0.01, -0.03, -0.02], [0.11, -0.34, 0.04], [0.00, 0.00, -0.02], [-0.03, 0.05, -0.07], [0.05, -0.04, 0.02], [-0.04, 0.05, 0.02], [0.02, -0.01, 0.01], [0.01, -0.06, 0.24], [0.15, -0.06, 0.06], [-0.04, 0.02, -0.02], [0.00, -0.02, -0.05], [-0.06, 0.02, 0.01], [0.00, -0.01, 0.01], [0.02, -0.01, -0.06], [0.01, 0.00, -0.03], [-0.01, 0.02, 0.00], [0.00, -0.05, 0.02], [-0.01, -0.02, 0.02], [-0.01, 0.01, 0.00], [0.00, 0.03, 0.01], [-0.02, 0.03, 0.01], [0.00, 0.00, 0.02], [0.00, 0.00, 0.00], [-0.02, 0.00, 0.01], [0.01, 0.00, -0.06], [-0.01, 0.01, -0.06], [-0.01, 0.01, -0.02], [0.01, 0.00, 0.00], [0.04, 0.04, 0.06], [0.02, -0.01, -0.03], [0.00, 0.02, 0.01], [-0.05, 0.00, 0.01], [-0.01, 0.01, 0.00], [-0.01, 0.01, 0.02], [-0.08, 0.16, 0.06]]}



- The highest multiplicity belongs to which entry?
  C17H26BrN2OOsSeSi2



- Look up the multiplicity of the first one.
  1



- What is the multiplicity in the third record?
  1



Copy entry 1 word for word.
{"formula": "CO5S2", "method": "ωB97M-V with the def2-TZVPD basis set", "multiplicity": 1, "total_energy_ha": -1210.71042, "total_charge": -2, "relative_energy_kcal_mol": 12.8, "smiles": "O=C([O-])OS(=O)(=O)[S-]", "orbital_gap_ev": 6.375, "e_homo_ev": -0.3, "species": ["C", "O", "O", "O", "O", "O", "S", "S"], "coordinates": [[0.28913, 0.16182, -1.14803], [1.11879, 1.00522, -1.51474], [0.59695, -0.70457, -0.03909], [-0.74072, -0.13909, -1.69372], [-0.99659, 0.89014, 0.89684], [-0.75055, -1.41110, 1.91311], [1.39542, 0.47823, 2.29654], [-0.09458, -0.23889, 1.25315]], "forces_ev_per_a": [[0.88, 1.39, -2.58], [0.74, -0.35, 1.13], [0.76, -0.90, -0.38], [-2.24, -0.99, -0.97], [0.73, -1.83, 0.58], [0.98, 1.49, -1.33], [0.78, 0.09, 1.05], [-2.63, 1.10, 2.50]]}